(1)
DFT (ωB97M-V/def2-TZVPD) results for one molecule with the formula C4H8N2S2 in a non-equilibrium geometry.

Values from the calculation:
HOMO energy	-8.53	eV
maximum force	5.52	eV Å⁻¹
orbital gap	8.79	eV
SMILES	N[C@H]1C(=S)N[C@@H]1CS

Each line ends with the natural charge from an NBO analysis.
CARTESIAN COORDINATES (ANGSTROEM)
1 C 0.855 0.379 -0.670  -0.1041
2 C -0.216 0.059 0.510  -0.0637
3 C -1.850 0.173 0.354  -0.5072
4 C 1.395 -1.061 -0.108  0.0911
5 H 2.374 1.201 0.353  0.3888
6 H 2.067 2.151 -1.293  0.3993
7 H 0.339 0.445 -1.624  0.2289
8 H -0.039 0.711 1.435  0.2087
9 H -2.358 0.167 1.229  0.1981
10 H -2.214 1.087 0.003  0.2177
11 H -3.406 -0.725 -0.952  0.1285
12 H 0.337 -1.907 1.501  0.4175
13 N 1.664 1.596 -0.364  -0.8672
14 N 0.237 -1.355 0.519  -0.6182
15 S -2.129 -1.351 -0.643  -0.0500
16 S 2.944 -1.569 -0.250  -0.0683

***

(2)
DFT (ωB97M-V/def2-TZVPD) results for a 2-piece molecular cluster, C4H8N2S2 overall in a non-equilibrium geometry.

Values from the calculation:
HOMO energy	-7.97	eV
maximum force	5.88	eV Å⁻¹
orbital gap	8.09	eV

Each line ends with the natural charge from an NBO analysis.
CARTESIAN COORDINATES (ANGSTROEM)
1 C -0.906 -0.320 -1.302  0.2746
2 C 3.010 -0.579 0.931  -0.5069
3 C -0.912 -0.911 -2.667  -0.6925
4 C -1.481 1.114 1.739  -0.4411
5 N -0.898 0.434 -0.375  -0.0178
6 N -0.571 1.124 0.583  -0.4004
7 S 2.376 -1.317 -0.361  -0.0545
8 S 2.122 0.490 1.919  0.0413
9 H 3.993 -1.009 1.295  0.2336
10 H -1.830 -1.479 -2.490  0.2553
11 H 0.006 -1.530 -2.983  0.2644
12 H -1.038 -0.127 -3.446  0.2393
13 H -0.730 0.845 2.566  0.2036
14 H -1.762 2.185 1.864  0.2100
15 H -2.362 0.344 1.577  0.1997
16 H 0.982 0.736 1.148  0.1916

***

(3)
DFT (ωB97M-V/def2-TZVPD) results for an isolated ion of composition C4H8N3 and charge +1 in a non-equilibrium geometry.

Values from the calculation:
HOMO energy	-15.50	eV
maximum force	5.25	eV Å⁻¹
orbital gap	8.92	eV
total charge	+1
SMILES	CC1(C)N=NC=[NH+]1

Each line ends with the natural charge from an NBO analysis.
CARTESIAN COORDINATES (ANGSTROEM)
1 C 2.428 -0.555 0.339  0.3352
2 C 0.406 0.127 -0.267  0.1927
3 C -0.413 1.122 0.870  -0.5345
4 C -0.644 -0.298 -1.367  -0.5554
5 N 2.539 0.654 -0.289  -0.1783
6 N 1.427 1.032 -0.696  0.0112
7 N 1.098 -0.896 0.436  -0.4575
8 H 3.254 -1.087 0.831  0.2717
9 H -1.274 0.543 1.148  0.2220
10 H -0.805 1.869 0.297  0.2477
11 H 0.021 1.173 1.919  0.2606
12 H -1.469 -0.575 -0.790  0.2332
13 H -0.037 -1.112 -1.667  0.2279
14 H -0.668 0.531 -2.001  0.2616
15 H 0.465 -1.506 0.852  0.4621

***

(4)
DFT (ωB97M-V/def2-TZVPD) results for a 2-piece molecular cluster, C4H8N3 overall in a non-equilibrium geometry.

Values from the calculation:
HOMO energy (spin up / spin down)	-11.16 / -12.48	eV
maximum force	4.34	eV Å⁻¹
orbital gap (spin up / spin down)	6.06 / 6.69	eV
total charge	+1
2S+1	3

Each line ends with the Mulliken spin population.
CARTESIAN COORDINATES (ANGSTROEM)
1 C -1.938 -0.509 -1.059  0.0401
2 C -1.712 0.546 0.693  0.0102
3 C -0.747 -0.068 -0.242  1.3897
4 C 3.292 -0.124 0.513  -0.0021
5 N 1.456 0.380 -1.103  0.0777
6 N 2.241 0.202 -0.342  0.1069
7 N -2.833 0.143 -0.097  0.1755
8 H -1.782 0.049 -2.032  0.0523
9 H -2.052 -1.570 -1.339  0.0391
10 H -1.628 0.133 1.772  0.0628
11 H -1.515 1.608 0.783  0.0357
12 H 3.189 -0.282 1.583  0.0139
13 H 3.989 0.749 0.495  0.0042
14 H 3.828 -1.007 0.114  0.0037
15 H -3.786 -0.249 0.262  -0.0095

***

(5)
DFT (ωB97M-V/def2-TZVPD) results for an isolated ion of composition C4H8N3O and charge +1 in a non-equilibrium geometry.

Values from the calculation:
HOMO energy	-13.50	eV
maximum force	4.71	eV Å⁻¹
orbital gap	9.30	eV
total charge	+1
SMILES	[NH2+]=C1C=CN[C@H](O)N1

Each line ends with the natural charge from an NBO analysis.
CARTESIAN COORDINATES (ANGSTROEM)
1 C 0.801 0.630 -1.126  -0.4182
2 C 0.096 1.710 -0.608  0.1711
3 C 0.514 -0.715 -0.663  0.5241
4 C -1.196 0.127 0.968  0.3872
5 N -0.904 1.473 0.345  -0.5954
6 N -0.529 -0.862 0.142  -0.5640
7 N 1.113 -1.811 -1.162  -0.7343
8 O -0.731 0.093 2.268  -0.6554
9 H 1.727 0.610 -1.616  0.2457
10 H 0.396 2.700 -0.644  0.2423
11 H -2.290 -0.240 0.994  0.2187
12 H -1.581 2.128 0.711  0.4373
13 H -0.602 -1.724 0.668  0.4157
14 H 1.976 -1.759 -1.693  0.4282
15 H 1.040 -2.740 -0.753  0.4220
16 H 0.170 0.380 2.168  0.4750

***

(6)
DFT (ωB97M-V/def2-TZVPD) results for a 2-piece molecular cluster, C4H8N3O overall in a non-equilibrium geometry.

Values from the calculation:
HOMO energy	-14.55	eV
maximum force	5.01	eV Å⁻¹
orbital gap	9.69	eV
total charge	+1

Each line ends with the natural charge from an NBO analysis.
CARTESIAN COORDINATES (ANGSTROEM)
1 C -0.035 0.399 -0.874  -0.2213
2 C -0.852 -0.487 -0.352  0.3791
3 C 1.214 -0.194 -0.250  0.3499
4 C 1.572 0.887 1.016  -0.5753
5 N -0.429 -1.396 0.476  -0.2256
6 N 0.822 -1.308 0.561  -0.0609
7 N -2.835 -0.275 -0.252  -0.7958
8 O 2.192 -0.357 -1.149  -0.6571
9 H -0.273 1.311 -1.404  0.2831
10 H 0.818 1.242 1.728  0.2373
11 H 1.998 1.681 0.552  0.2244
12 H 2.331 0.357 1.539  0.2399
13 H -3.218 -1.111 -0.729  0.4567
14 H -2.911 0.659 -0.522  0.4261
15 H -3.106 -0.299 0.715  0.4277
16 H 2.713 -1.110 -1.054  0.5118

***

(7)
DFT (ωB97M-V/def2-TZVPD) results for an isolated ion of composition C4H8N3O2 and charge +1 in a non-equilibrium geometry.

Values from the calculation:
HOMO energy	-13.88	eV
maximum force	5.22	eV Å⁻¹
orbital gap	9.12	eV
total charge	+1
SMILES	NC(=O)N/C=C\C(=[NH2+])O

Each line ends with the natural charge from an NBO analysis.
CARTESIAN COORDINATES (ANGSTROEM)
1 C 0.507 -0.658 -1.170  -0.5245
2 C -0.443 0.179 -1.630  0.1640
3 C -1.194 1.210 0.538  0.7901
4 C 0.844 -1.002 0.200  0.7307
5 N -1.201 0.926 -0.850  -0.6180
6 N 0.094 1.414 0.964  -0.8588
7 N -0.157 -1.405 1.077  -0.7324
8 O -2.103 1.191 1.295  -0.5093
9 O 2.095 -1.198 0.661  -0.6118
10 H 1.143 -1.186 -1.848  0.2677
11 H -0.630 0.318 -2.728  0.2569
12 H -2.018 1.177 -1.356  0.4319
13 H 0.882 1.592 0.365  0.3946
14 H -0.896 -1.789 0.587  0.4159
15 H 0.080 2.053 1.759  0.4270
16 H 0.164 -1.926 1.969  0.4481
17 H 2.832 -0.894 0.167  0.5280

***

(8)
DFT (ωB97M-V/def2-TZVPD) results for one molecule with the formula C4H8N3O3P in a non-equilibrium geometry.

Values from the calculation:
HOMO energy	-9.00	eV
maximum force	4.27	eV Å⁻¹
orbital gap	9.75	eV

Each line ends with the natural charge from an NBO analysis.
CARTESIAN COORDINATES (ANGSTROEM)
1 C 0.954 2.912 0.527  0.1082
2 C 2.797 1.873 -0.076  0.1761
3 C 0.690 1.076 -1.064  0.1196
4 C -1.001 -2.357 0.283  -0.2721
5 N 1.500 1.887 -0.240  -0.4324
6 N 3.242 2.787 0.796  -0.2956
7 N 2.029 3.409 1.113  -0.4073
8 O -2.909 0.174 0.289  -0.9946
9 O -0.346 0.523 -0.220  -0.8207
10 O -1.468 -1.595 -0.917  -0.8468
11 P -1.814 -0.050 -0.980  1.5969
12 H -2.540 0.327 1.115  0.4920
13 H 1.287 0.233 -1.497  0.1789
14 H 3.445 1.157 -0.436  0.2021
15 H 0.349 1.730 -1.831  0.1921
16 H -0.012 -1.932 0.601  0.1997
17 H -0.991 -3.448 -0.024  0.2081
18 H -1.636 -2.275 1.173  0.1904
19 H 2.108 4.294 1.480  0.4052

***

(9)
DFT (ωB97M-V/def2-TZVPD) results for a 2-piece molecular cluster, C4H8N3O5 overall in a non-equilibrium geometry.

Values from the calculation:
HOMO energy (spin up / spin down)	-14.04 / -14.04	eV
maximum force	3.87	eV Å⁻¹
orbital gap (spin up / spin down)	7.91 / 7.90	eV
total charge	+1

Each line ends with the natural charge from an NBO analysis.
CARTESIAN COORDINATES (ANGSTROEM)
1 C 0.022 -1.546 0.270  0.6269
2 C 1.479 -1.866 -0.200  0.1192
3 C -1.422 2.295 1.105  -0.3767
4 C -2.023 1.432 1.885  -0.4120
5 N 1.953 -0.560 -0.786  0.3468
6 N 0.995 0.269 -0.755  0.3158
7 N -0.150 -0.251 -0.176  -0.0281
8 O 3.025 -0.313 -1.320  -0.2618
9 O 0.886 1.327 -1.486  -0.4396
10 O -0.815 -2.087 0.904  -0.4126
11 O 1.288 -2.683 -1.295  -0.6344
12 O -1.339 0.202 -0.715  -0.5139
13 H 2.062 -2.224 0.575  0.2456
14 H -0.404 2.347 1.124  0.1835
15 H 0.794 1.187 -2.467  0.5374
16 H -1.912 3.002 0.336  0.2212
17 H -3.085 1.233 2.055  0.2211
18 H -1.527 0.802 2.499  0.1948
19 H 2.180 -3.153 -1.486  0.5225
20 H -2.006 0.586 -0.069  0.5445

***

(10)
DFT (ωB97M-V/def2-TZVPD) results for a 2-piece molecular cluster, C4H8N3OPS overall in a non-equilibrium geometry.

Values from the calculation:
HOMO energy (spin up / spin down)	-8.24 / -8.24	eV
maximum force	3.58	eV Å⁻¹
orbital gap (spin up / spin down)	6.46 / 6.46	eV

Each line ends with the natural charge from an NBO analysis.
CARTESIAN COORDINATES (ANGSTROEM)
1 C 2.832 -1.445 -0.554  -0.0950
2 C 0.774 -1.177 0.009  0.2168
3 C 1.008 0.168 -0.315  -0.7279
4 C -0.538 -1.552 0.577  -0.6582
5 N 1.831 -2.039 -0.025  -0.4207
6 N -1.345 1.285 -1.612  -1.1167
7 N -1.887 1.815 1.896  -0.9693
8 O 0.841 2.823 -0.912  -0.9980
9 P 0.016 1.637 -0.583  1.9424
10 S 2.611 0.225 -0.991  0.4801
11 H 3.798 -1.861 -0.501  0.2203
12 H -1.001 -0.698 0.929  0.2166
13 H -1.277 -1.906 -0.169  0.2287
14 H -0.444 -2.349 1.347  0.2485
15 H -1.775 0.590 -0.981  0.4008
16 H -1.777 2.177 -1.853  0.4256
17 H -2.554 1.161 1.479  0.2959
18 H -1.113 1.145 2.258  0.3103

***

How do the records compare in energy above the lowest of the compared OMol25 structures with the same formula, charge and spin? In the order shown, they have 70.2; 104.6; 118.7; 99.8; 35.1; 150.7; 30.2; 93.6; 99.6; 90.8 kcal/mol.